# 1
Density functional theory data (ωB97M-V with the def2-TZVPD basis set) for 10 unconnected molecules or ions with the total composition C90H190N10O10 in a non-equilibrium geometry.

Calculated values
ΔE to the lowest compared entry with this formula, charge and spin	1074.7	kJ/mol
SMILES string	CC1(C)CCCC(C)(C)N1O.CC1(C)CCCC(C)(C)N1O.CC1(C)CCCC(C)(C)N1O.CC1(C)CCCC(C)(C)N1O.CC1(C)CCCC(C)(C)N1O.CC1(C)CCCC(C)(C)N1O.CC1(C)CCCC(C)(C)N1O.CC1(C)CCCC(C)(C)N1O.CC1(C)CCCC(C)(C)N1O.CC1(C)CCCC(C)(C)N1O
molar mass	1572.6	u
calculated total energy	-131765.28182	eV

Each line ends with the Löwdin charge.
Positions of all 300 atoms, in Å:
C -3.96 -18.65 -23.47  -0.046
C -4.55 -17.39 -24.09  -0.446
C -5.72 -16.97 -23.07  -0.023
C -3.50 -16.27 -24.13  -0.122
C -2.71 -16.47 -25.42  -0.182
C -3.54 -16.67 -26.70  -0.163
C -4.47 -17.88 -26.70  -0.482
C -5.44 -17.74 -27.93  -0.030
C -3.59 -19.14 -26.84  -0.025
N -5.19 -17.72 -25.40  -0.128
O -6.21 -18.64 -25.32  -0.011
H -4.64 -19.46 -23.21  0.082
H -3.09 -19.00 -24.03  0.078
H -3.51 -18.29 -22.55  0.071
H -6.15 -16.01 -23.35  0.076
H -6.55 -17.67 -22.93  0.071
H -5.43 -16.81 -22.04  0.053
H -4.02 -15.32 -24.04  0.112
H -2.69 -16.20 -23.41  0.122
H -2.17 -15.56 -25.66  0.108
H -1.87 -17.17 -25.38  0.107
H -2.82 -16.73 -27.52  0.122
H -4.17 -15.79 -26.84  0.121
H -5.98 -18.62 -28.27  0.078
H -4.92 -17.15 -28.68  0.076
H -6.25 -17.04 -27.76  0.073
H -3.55 -19.58 -27.84  0.076
H -4.07 -19.96 -26.30  0.071
H -2.59 -18.91 -26.48  0.070
H -6.93 -18.04 -25.09  0.097
C -6.29 -26.29 -20.42  -0.060
C -7.53 -25.77 -19.78  -0.443
C -7.75 -24.23 -20.03  -0.024
C -8.73 -26.47 -20.58  -0.121
C -10.09 -26.38 -19.85  -0.203
C -9.97 -27.03 -18.51  -0.157
C -8.86 -26.38 -17.55  -0.402
C -9.43 -25.06 -17.02  -0.041
C -8.69 -27.39 -16.33  -0.023
N -7.53 -26.17 -18.29  -0.110
O -6.57 -25.47 -17.60  -0.027
H -5.90 -27.10 -19.80  0.090
H -6.36 -26.59 -21.47  0.093
H -5.46 -25.59 -20.42  0.067
H -7.35 -23.99 -21.01  0.084
H -8.74 -23.79 -19.93  0.058
H -7.10 -23.81 -19.26  0.049
H -8.98 -26.08 -21.56  0.117
H -8.43 -27.51 -20.63  0.111
H -10.39 -25.34 -19.70  0.095
H -10.93 -26.69 -20.47  0.112
H -9.85 -28.11 -18.60  0.110
H -10.92 -27.07 -17.98  0.113
H -9.34 -24.88 -15.95  0.061
H -10.46 -24.96 -17.36  0.072
H -9.13 -24.11 -17.46  0.067
H -9.64 -27.53 -15.82  0.083
H -7.99 -26.94 -15.61  0.059
H -8.27 -28.28 -16.78  0.078
H -5.75 -25.86 -17.91  0.076
C -2.17 -19.52 -16.40  -0.015
C -3.43 -20.08 -17.18  -0.521
C -4.10 -20.97 -16.15  -0.050
C -4.46 -19.01 -17.58  -0.111
C -5.54 -19.47 -18.67  -0.124
C -4.90 -20.26 -19.85  -0.107
C -3.75 -21.27 -19.51  -0.460
C -4.38 -22.60 -19.09  -0.025
C -2.92 -21.45 -20.74  -0.048
N -2.91 -20.70 -18.36  -0.094
O -1.78 -21.51 -18.14  -0.022
H -1.50 -20.25 -15.96  0.074
H -1.57 -18.99 -17.14  0.071
H -2.57 -18.91 -15.59  0.087
H -3.32 -21.70 -15.97  0.074
H -4.36 -20.54 -15.18  0.079
H -5.06 -21.41 -16.44  0.066
H -4.93 -18.66 -16.67  0.114
H -3.95 -18.08 -17.83  0.079
H -6.19 -20.11 -18.07  0.087
H -6.05 -18.56 -18.99  0.092
H -4.48 -19.53 -20.54  0.092
H -5.67 -20.86 -20.35  0.112
H -5.39 -22.38 -18.76  0.069
H -3.81 -23.16 -18.35  0.067
H -4.40 -23.44 -19.80  0.074
H -3.41 -21.83 -21.63  0.088
H -2.17 -22.24 -20.68  0.079
H -2.39 -20.50 -20.78  0.094
H -2.18 -22.27 -17.71  0.057
C -11.92 -21.55 -17.32  -0.042
C -11.50 -20.16 -17.51  -0.528
C -11.70 -19.41 -16.16  -0.022
C -9.98 -20.05 -17.88  -0.155
C -9.66 -20.59 -19.21  -0.173
C -10.42 -19.67 -20.32  -0.076
C -12.00 -19.61 -20.02  -0.445
C -12.41 -18.30 -20.65  -0.060
C -12.69 -20.85 -20.75  -0.020
N -12.28 -19.56 -18.55  -0.154
O -13.62 -19.49 -18.29  0.012
H -11.13 -22.11 -16.80  0.085
H -12.90 -21.77 -16.90  0.095
H -12.02 -21.96 -18.32  0.072
H -12.63 -19.77 -15.72  0.074
H -10.98 -19.49 -15.34  0.066
H -11.80 -18.34 -16.29  0.082
H -9.64 -19.02 -17.76  0.126
H -9.40 -20.61 -17.14  0.111
H -8.59 -20.49 -19.39  0.091
H -9.79 -21.66 -19.32  0.093
H -10.14 -20.08 -21.29  0.104
H -9.85 -18.73 -20.31  0.104
H -12.26 -17.50 -19.93  0.092
H -13.48 -18.24 -20.84  0.083
H -11.77 -18.14 -21.52  0.086
H -13.75 -20.92 -20.52  0.075
H -12.34 -21.84 -20.46  0.059
H -12.42 -20.78 -21.80  0.076
H -13.83 -18.62 -18.64  0.095
C 0.17 -25.10 -27.03  -0.009
C -1.24 -25.64 -26.46  -0.475
C -1.21 -27.12 -26.05  -0.046
C -1.49 -24.94 -25.16  -0.194
C -2.06 -23.56 -25.22  -0.158
C -3.33 -23.66 -26.15  -0.150
C -3.10 -24.33 -27.51  -0.464
C -4.57 -24.57 -28.09  -0.024
C -2.34 -23.25 -28.40  -0.001
N -2.40 -25.59 -27.36  -0.125
O -2.15 -26.14 -28.63  -0.001
H 0.40 -25.46 -28.03  0.072
H 0.28 -24.04 -27.28  0.058
H 0.97 -25.32 -26.32  0.077
H -1.00 -27.75 -26.92  0.079
H -0.35 -27.30 -25.40  0.083
H -2.12 -27.44 -25.54  0.088
H -2.12 -25.53 -24.49  0.118
H -0.54 -24.92 -24.63  0.121
H -2.47 -23.21 -24.28  0.107
H -1.35 -22.89 -25.68  0.109
H -3.65 -22.63 -26.21  0.100
H -4.08 -24.16 -25.54  0.115
H -4.51 -24.94 -29.12  0.071
H -5.17 -23.69 -27.91  0.078
H -5.07 -25.31 -27.46  0.073
H -1.28 -23.51 -28.41  0.053
H -2.34 -22.23 -28.02  0.066
H -2.79 -23.21 -29.39  0.074
H -2.84 -26.80 -28.64  0.105
C 0.24 -18.75 -7.31  -0.029
C 1.33 -19.35 -8.23  -0.482
C 2.70 -18.70 -8.10  -0.030
C 1.38 -20.92 -7.88  -0.165
C 2.03 -21.71 -8.95  -0.165
C 1.29 -21.58 -10.41  -0.076
C 0.39 -20.32 -10.47  -0.470
C 0.43 -19.91 -11.97  -0.050
C -1.09 -20.54 -10.03  -0.023
N 1.02 -19.21 -9.69  -0.116
O 0.46 -17.96 -10.07  -0.026
H 0.47 -18.90 -6.26  0.091
H 0.31 -17.67 -7.47  0.075
H -0.69 -19.25 -7.60  0.077
H 3.21 -19.22 -7.28  0.082
H 3.32 -18.77 -8.99  0.086
H 2.48 -17.64 -8.08  0.081
H 2.11 -20.89 -7.08  0.099
H 0.50 -21.30 -7.37  0.111
H 3.06 -21.36 -9.01  0.103
H 2.10 -22.74 -8.59  0.105
H 0.69 -22.48 -10.51  0.107
H 2.19 -21.68 -11.01  0.105
H -0.05 -20.61 -12.66  0.081
H 1.45 -19.93 -12.35  0.067
H 0.04 -18.91 -12.14  0.075
H -1.22 -21.02 -9.06  0.067
H -1.47 -21.31 -10.70  0.077
H -1.68 -19.62 -10.05  0.081
H -0.22 -17.74 -9.43  0.069
C 1.17 -26.31 -16.56  -0.039
C 0.03 -25.41 -17.07  -0.478
C 0.66 -24.10 -17.47  -0.052
C -0.53 -25.96 -18.39  -0.144
C -1.43 -27.19 -18.17  -0.182
C -2.54 -26.87 -17.14  -0.117
C -2.18 -26.17 -15.72  -0.436
C -3.31 -25.30 -15.21  -0.036
C -1.70 -27.32 -14.86  -0.043
N -1.05 -25.17 -16.01  -0.121
O -0.57 -24.56 -14.88  -0.014
H 1.08 -27.40 -16.48  0.072
H 2.03 -26.21 -17.21  0.080
H 1.53 -25.91 -15.61  0.082
H 1.33 -24.08 -18.33  0.096
H -0.03 -23.27 -17.60  0.066
H 1.22 -23.71 -16.61  0.082
H -1.20 -25.21 -18.81  0.116
H 0.18 -26.34 -19.12  0.125
H -2.05 -27.48 -19.01  0.109
H -0.80 -28.02 -17.84  0.103
H -2.89 -27.89 -16.99  0.107
H -3.39 -26.32 -17.52  0.088
H -4.28 -25.78 -15.30  0.076
H -3.52 -24.43 -15.83  0.071
H -3.16 -25.06 -14.15  0.089
H -2.34 -28.04 -14.35  0.087
H -1.02 -26.93 -14.10  0.076
H -0.92 -27.89 -15.36  0.067
H -1.01 -23.72 -15.01  0.100
C -2.48 -15.06 -17.93  -0.024
C -3.74 -14.68 -18.71  -0.479
C -4.54 -15.77 -19.43  -0.054
C -4.78 -14.12 -17.65  -0.120
C -4.23 -12.79 -17.18  -0.179
C -3.81 -11.77 -18.33  -0.101
C -2.89 -12.35 -19.48  -0.446
C -3.07 -11.36 -20.69  -0.033
C -1.42 -12.38 -19.03  -0.033
N -3.41 -13.72 -19.77  -0.153
O -3.01 -14.22 -20.99  -0.014
H -1.62 -15.33 -18.54  0.076
H -2.24 -14.30 -17.19  0.075
H -2.75 -16.01 -17.45  0.073
H -5.16 -16.42 -18.82  0.063
H -5.14 -15.41 -20.26  0.078
H -3.92 -16.57 -19.83  0.078
H -5.64 -13.92 -18.29  0.119
H -4.92 -14.90 -16.90  0.122
H -4.98 -12.26 -16.61  0.101
H -3.39 -12.88 -16.49  0.093
H -3.23 -11.02 -17.79  0.105
H -4.70 -11.28 -18.72  0.102
H -2.68 -11.80 -21.61  0.070
H -2.51 -10.44 -20.57  0.084
H -4.13 -11.20 -20.87  0.075
H -1.22 -11.89 -18.08  0.084
H -0.76 -11.89 -19.74  0.073
H -1.01 -13.38 -19.17  0.068
H -3.69 -13.87 -21.57  0.095
C -5.99 -20.22 -12.18  -0.024
C -7.00 -21.16 -11.49  -0.434
C -6.83 -21.24 -9.90  -0.034
C -8.49 -20.72 -11.72  -0.123
C -8.99 -21.05 -13.13  -0.220
C -8.84 -22.49 -13.30  -0.206
C -7.44 -23.05 -13.27  -0.467
C -7.66 -24.63 -13.14  -0.022
C -6.80 -22.73 -14.58  -0.016
N -6.82 -22.55 -12.01  -0.107
O -5.56 -23.19 -11.72  -0.016
H -6.43 -19.54 -12.91  0.074
H -5.78 -19.48 -11.41  0.069
H -5.00 -20.51 -12.54  0.077
H -6.92 -20.23 -9.51  0.076
H -7.36 -22.01 -9.35  0.079
H -5.80 -21.52 -9.65  0.064
H -9.18 -21.26 -11.08  0.121
H -8.69 -19.65 -11.68  0.121
H -10.05 -20.80 -13.15  0.115
H -8.55 -20.52 -13.97  0.111
H -9.31 -22.61 -14.27  0.115
H -9.48 -23.05 -12.62  0.125
H -8.13 -25.05 -14.02  0.047
H -8.32 -24.95 -12.33  0.080
H -6.75 -25.23 -13.13  0.075
H -6.74 -23.70 -15.08  0.074
H -5.76 -22.42 -14.47  0.071
H -7.42 -22.08 -15.20  0.080
H -5.86 -23.83 -11.07  0.092
C 2.24 -18.03 -18.94  -0.041
C 2.31 -17.55 -17.46  -0.480
C 1.68 -16.09 -17.41  -0.019
C 1.43 -18.46 -16.63  -0.125
C 1.62 -18.30 -15.06  -0.173
C 3.06 -18.42 -14.70  -0.147
C 4.00 -17.40 -15.47  -0.491
C 3.84 -15.94 -14.95  -0.020
C 5.41 -17.87 -15.27  -0.058
N 3.70 -17.62 -16.91  -0.059
O 4.61 -16.87 -17.82  -0.038
H 2.55 -17.29 -19.67  0.076
H 2.80 -18.97 -19.00  0.081
H 1.26 -18.30 -19.34  0.079
H 0.88 -15.94 -18.13  0.063
H 1.27 -15.86 -16.43  0.064
H 2.44 -15.39 -17.76  0.078
H 0.38 -18.23 -16.76  0.086
H 1.40 -19.51 -16.94  0.118
H 1.22 -17.36 -14.70  0.102
H 1.06 -19.07 -14.53  0.083
H 3.26 -19.47 -14.93  0.125
H 3.30 -18.22 -13.65  0.115
H 2.79 -15.68 -14.78  0.062
H 4.30 -15.21 -15.62  0.087
H 4.19 -15.92 -13.92  0.083
H 5.49 -18.22 -14.24  0.081
H 6.09 -17.01 -15.32  0.082
H 5.75 -18.70 -15.89  0.090
H 5.27 -17.50 -18.10  0.085

=====

# 2
Density functional theory data (ωB97M-V with the def2-TZVPD basis set) for a single C8H8O molecule in a non-equilibrium geometry.

Calculated values
ΔE to the lowest compared entry with this formula, charge and spin	551.5	kJ/mol
SMILES string	O=C1C[C@@H]2C=CC=C[C@@H]12
molar mass	120.2	u
calculated total energy	-10466.40733	eV

Each line ends with the Löwdin charge.
Positions of all 17 atoms, in Å:
O -0.33 1.42 3.07  0.018
C -0.52 0.60 2.10  -0.261
C -1.69 0.11 1.25  -0.040
C -0.63 0.38 -0.06  -0.263
C -0.68 -0.46 -1.31  -0.113
C 0.46 -0.74 -1.93  -0.149
C 1.62 -0.16 -1.34  -0.120
C 1.79 0.01 0.08  -0.063
C 0.52 -0.02 0.92  -0.200
H -1.95 -0.95 0.70  0.166
H -2.63 0.72 1.72  0.148
H -0.38 1.44 -0.50  0.180
H -1.69 -0.73 -1.77  0.134
H 0.30 -1.36 -2.86  0.126
H 2.69 0.36 -1.76  0.158
H 2.68 0.52 0.63  0.127
H 0.46 -1.15 1.07  0.152